<A>
{"formula": "C5H11N", "method": "ωB97M-V with the def2-TZVPD basis set", "elements": ["C", "N", "C", "C", "C", "C", "H", "H", "H", "H", "H", "H", "H", "H", "H", "H", "H"], "coordinates": [[-0.92589, -0.18520, 1.72278], [1.46697, -1.12801, 0.31178], [0.57083, -0.21997, -0.28485], [-0.53371, 0.22975, 0.30695], [-1.51589, 1.14949, -0.36207], [0.90971, 0.07224, -1.73541], [-1.98988, -0.03460, 1.87951], [-0.63856, -1.22237, 1.88273], [-0.41577, 0.49164, 2.41582], [1.39386, -1.31558, 1.30771], [2.42994, -0.86107, 0.12107], [-1.85390, 1.90984, 0.35897], [-1.07743, 1.76485, -1.15000], [-2.44336, 0.68485, -0.69692], [1.64091, -0.65542, -2.09224], [1.42122, 1.02725, -1.87444], [0.00395, -0.00578, -2.32676]], "lowdin_charge": [-0.062, 0.069, -0.375, -0.321, -0.083, -0.047, 0.069, 0.065, 0.082, 0.071, 0.085, 0.077, 0.068, 0.079, 0.070, 0.080, 0.075], "homo_lumo_gap_ev": 8.76, "e_lumo_ev": 1.1, "homo_ev": -7.695, "smiles": "CC(C)=C(C)N"}


<B>
{"formula": "C5H11N", "method": "ωB97M-V with the def2-TZVPD basis set", "elements": ["C", "C", "C", "C", "C", "N", "H", "H", "H", "H", "H", "H", "H", "H", "H", "H", "H"], "coordinates": [[-1.81779, -0.49647, -0.09889], [-2.19891, 1.89560, -0.73919], [1.41346, -2.20221, -0.15023], [-0.72316, 1.16905, 1.19717], [-1.65219, 0.79127, 0.14072], [-1.98592, -1.70569, -0.24516], [0.69698, -1.42547, -0.58011], [-2.38946, 2.87277, -0.37292], [-1.51232, 2.03142, -1.50790], [-3.03274, 1.49887, -1.20662], [0.93499, -3.09304, -0.04252], [2.36537, -2.33565, -0.73907], [1.69292, -1.80353, 0.76819], [-0.19158, 0.35505, 1.69410], [-0.04360, 1.94901, 0.89026], [-1.32107, 1.72789, 1.93681], [-1.35949, -2.25571, -0.78311]], "lowdin_charge": [-0.148, -0.043, -0.032, -0.088, -0.348, 0.148, 0.033, 0.074, 0.059, 0.055, -0.025, 0.048, -0.012, 0.083, 0.076, 0.088, 0.032], "homo_lumo_gap_ev": 9.06, "e_lumo_ev": 0.9, "homo_ev": -8.120, "smiles": "CC(C)=C=N.C"}


<C>
{"formula": "C5H11N", "method": "ωB97M-V with the def2-TZVPD basis set", "elements": ["C", "C", "C", "C", "C", "N", "H", "H", "H", "H", "H", "H", "H", "H", "H", "H", "H"], "coordinates": [[-0.85978, -1.40155, 1.76211], [-1.44671, -0.29067, 0.84683], [-0.56569, 0.18843, -0.37790], [0.45020, 1.34791, -0.30785], [1.68855, 1.18552, -0.89326], [1.87992, 0.38951, -1.98662], [0.22875, -1.06069, 1.78241], [-1.19458, -1.43631, 2.80471], [-0.83559, -2.35897, 1.25795], [-1.78631, 0.50055, 1.42619], [-2.36963, -0.70170, 0.44838], [-1.31987, 0.43286, -1.20078], [-0.06311, -0.72084, -0.63560], [0.19185, 2.32997, -0.01970], [2.48902, 1.90013, -0.66379], [2.45060, -0.43023, -1.79861], [1.06238, 0.12608, -2.44448]], "lowdin_charge": [-0.109, -0.259, -0.206, -0.092, -0.246, 0.036, 0.084, 0.066, 0.058, 0.067, 0.088, 0.120, 0.077, 0.071, 0.098, 0.093, 0.054], "homo_lumo_gap_ev": 9.26, "e_lumo_ev": 1.1, "homo_ev": -8.169, "smiles": "CCC/C=C\\N"}


Computed stability ranking, most favorable first: <A>, <C>, <B>


<A>
{"formula": "C5H11N", "method": "ωB97M-V with the def2-TZVPD basis set", "elements": ["C", "C", "C", "C", "C", "N", "H", "H", "H", "H", "H", "H", "H", "H", "H", "H", "H"], "coordinates": [[1.44564, -0.10884, 0.33768], [0.08425, -0.09634, 1.00562], [-1.09166, -0.44711, 0.09107], [-2.20402, 0.66073, -1.89189], [-1.12570, 0.24224, -1.22410], [2.55512, -0.06724, 1.25153], [1.53411, 0.72490, -0.35133], [1.41778, -0.98270, -0.33897], [0.10605, -0.82157, 1.83021], [-0.06968, 0.82650, 1.57089], [-1.98928, -0.21469, 0.67565], [-1.14387, -1.53826, 0.04051], [-2.02899, 1.29885, -2.73741], [-3.19833, 0.51967, -1.48044], [-0.27595, 0.85556, -1.52468], [2.53030, -0.79654, 1.95002], [3.45423, -0.05516, 0.79566]], "lowdin_charge": [-0.335, -0.223, -0.224, 0.000, -0.191, -0.007, 0.098, 0.115, 0.108, 0.112, 0.112, 0.113, 0.045, 0.059, 0.091, 0.064, 0.064], "homo_lumo_gap_ev": 10.27, "e_lumo_ev": 1.2, "homo_ev": -9.102, "smiles": "C=CCCCN"}


<B>
{"formula": "C5H11N", "method": "ωB97M-V with the def2-TZVPD basis set", "elements": ["C", "C", "C", "C", "N", "C", "H", "H", "H", "H", "H", "H", "H", "H", "H", "H", "H"], "coordinates": [[-0.00037, -0.47799, -1.98123], [0.51934, -0.84097, -0.55957], [-1.49670, -0.24671, 0.21834], [-1.05662, -0.46464, 1.58773], [0.04292, -0.05725, 0.65695], [0.59948, 1.27905, 0.95883], [-0.96903, -0.92649, -2.22471], [-0.10193, 0.60274, -2.13144], [0.74307, -0.83130, -2.71451], [0.31039, -1.89801, -0.37976], [1.59497, -0.67124, -0.57563], [-1.78158, 0.79008, 0.03294], [-0.98139, -1.45982, 2.03379], [-1.24512, 0.31056, 2.33915], [1.20195, 1.60563, 0.11077], [1.23337, 1.31586, 1.86142], [-0.22115, 1.99508, 1.10381]], "lowdin_charge": [-0.117, -0.222, -0.104, -0.181, -0.260, -0.045, 0.061, 0.070, 0.070, 0.118, 0.099, 0.042, 0.099, 0.101, 0.085, 0.093, 0.090], "homo_lumo_gap_ev": 8.00, "e_lumo_ev": 1.0, "homo_ev": -7.038}


Computed stability ranking, most favorable first: <A>, <B>


<A>
{"formula": "C4H12S", "method": "ωB97M-V with the def2-TZVPD basis set", "elements": ["C", "C", "S", "H", "H", "H", "H", "H", "H", "C", "C", "H", "H", "H", "H", "H", "H"], "coordinates": [[-0.60818, -1.26985, -1.55632], [-0.25122, -2.24700, 0.94853], [-1.59110, -1.59462, -0.07979], [-0.51681, -2.23767, -2.05282], [-1.12292, -0.54684, -2.18142], [0.40580, -0.88315, -1.50376], [-0.54382, -2.11174, 1.99055], [0.66583, -1.65245, 0.96596], [-0.06622, -3.27769, 0.66362], [0.16875, 1.65136, 0.94633], [0.74091, 2.30025, -0.30829], [-0.64482, 0.95477, 0.71992], [0.82327, 1.00458, 1.53406], [-0.19610, 2.39214, 1.66089], [1.56774, 2.91538, 0.06319], [0.08080, 3.03116, -0.77052], [1.08807, 1.57136, -1.04013]], "lowdin_charge": [-0.442, -0.432, 0.729, 0.025, 0.028, 0.031, 0.028, 0.032, 0.028, -0.181, -0.160, 0.018, 0.058, 0.064, 0.061, 0.062, 0.051], "homo_lumo_gap_ev": 9.54, "e_lumo_ev": 1.0, "homo_ev": -8.528, "smiles": "CSC.CC"}


<B>
{"formula": "C4H12S", "method": "ωB97M-V with the def2-TZVPD basis set", "elements": ["C", "C", "S", "H", "H", "H", "H", "H", "H", "C", "C", "H", "H", "H", "H", "H", "H"], "coordinates": [[-0.23830, -0.13880, -1.48551], [-0.04478, -1.63483, -1.37740], [1.26267, 0.87539, -1.21071], [-0.55117, 0.14737, -2.49047], [-1.00428, 0.24327, -0.81228], [0.98968, -1.89363, -1.64860], [1.60234, 0.27626, -0.06110], [-0.62076, -2.14648, -2.14482], [-0.18169, -2.11661, -0.41671], [-1.08417, -0.64683, 2.60868], [-0.94077, 0.84255, 2.27764], [-0.54620, -1.19117, 1.82626], [-0.58811, -0.90172, 3.54580], [-2.08127, -1.08921, 2.59916], [-1.15715, 1.52578, 3.09304], [0.05657, 1.02062, 1.90732], [-1.63148, 1.08187, 1.46482]], "lowdin_charge": [-0.614, -0.177, 0.666, 0.058, 0.041, 0.065, -0.160, 0.066, 0.055, -0.160, -0.162, 0.040, 0.061, 0.063, 0.060, 0.040, 0.058], "homo_lumo_gap_ev": 10.02, "e_lumo_ev": 1.0, "homo_ev": -9.042, "smiles": "CCS.CC"}


Computed stability ranking, most favorable first: <B>, <A>


<A>
{"formula": "C4H12S", "method": "ωB97M-V with the def2-TZVPD basis set", "elements": ["C", "C", "H", "H", "H", "H", "H", "H", "C", "C", "S", "H", "H", "H", "H", "H", "H"], "coordinates": [[-0.89801, -1.05782, 2.03831], [-0.89963, 0.04658, 3.08445], [-1.63949, -0.69616, 1.25161], [0.06813, -1.14257, 1.44939], [-1.36012, -1.99666, 2.53251], [-1.64336, -0.03210, 3.85744], [-1.19477, 0.94149, 2.48721], [0.06044, 0.30210, 3.53868], [1.91759, -0.59559, -2.16933], [-0.19395, 1.42915, -2.28976], [0.13439, -0.41532, -2.70051], [1.96374, -1.72263, -2.23665], [2.38393, -0.15488, -2.90870], [2.18598, -0.36388, -1.25558], [-0.62173, 1.90074, -3.15855], [0.60387, 2.00750, -2.06847], [-0.86700, 1.55004, -1.45204]], "lowdin_charge": [-0.191, -0.204, 0.068, 0.073, 0.085, 0.051, 0.064, 0.058, -0.361, -0.357, 0.710, 0.053, -0.041, -0.025, 0.016, -0.016, 0.018], "homo_lumo_gap_ev": 9.57, "e_lumo_ev": 0.9, "homo_ev": -8.652, "smiles": "CSC.CC"}


<B>
{"formula": "C4H12S", "method": "ωB97M-V with the def2-TZVPD basis set", "elements": ["C", "C", "S", "H", "H", "H", "H", "H", "H", "C", "C", "H", "H", "H", "H", "H", "H"], "coordinates": [[-0.82203, 0.97474, -2.05565], [-1.46520, 0.06074, 0.31999], [-0.94508, 1.63904, -0.44664], [-1.57655, 1.46213, -2.75074], [0.05823, 1.18622, -2.73039], [-0.93679, -0.13314, -1.97193], [-2.14612, 0.09332, 1.15372], [-0.51399, -0.46838, 0.89246], [-1.86255, -0.72610, -0.34575], [1.57814, -1.80337, 0.65959], [2.41419, -1.95190, 1.93258], [2.00486, -2.23148, -0.30225], [0.75085, -2.38240, 0.71095], [1.33047, -0.72896, 0.37164], [2.99788, -2.87349, 2.07206], [1.67069, -1.92506, 2.71245], [3.11365, -1.17847, 2.19496]], "lowdin_charge": [-0.516, -0.441, 0.733, 0.044, 0.048, 0.031, 0.011, 0.053, 0.036, -0.182, -0.155, 0.084, 0.009, 0.072, 0.068, 0.053, 0.053], "homo_lumo_gap_ev": 9.40, "e_lumo_ev": 1.0, "homo_ev": -8.400, "smiles": "CSC.CC"}


Computed stability ranking, most favorable first: <B>, <A>


<A>
{"formula": "C9H7N3O2", "method": "ωB97M-V with the def2-TZVPD basis set", "elements": ["C", "C", "C", "C", "C", "C", "C", "C", "C", "N", "N", "N", "O", "O", "H", "H", "H", "H", "H", "H", "H"], "coordinates": [[-1.43883, -1.86686, 1.79706], [-1.64724, -1.68313, 0.41374], [-0.55954, -0.98126, 2.42252], [-1.03306, -0.67150, -0.30004], [0.15305, -0.04527, 1.61919], [2.60388, 2.13042, -2.50430], [0.72295, 0.76077, -0.40541], [3.34984, 0.54568, -0.90611], [0.38847, 1.85797, -1.14649], [3.48406, 1.43509, -1.73187], [0.01569, -0.08068, 0.24535], [1.34241, 2.33551, -2.18569], [3.54949, -0.44361, -0.31857], [-0.62266, 2.56725, -0.94604], [-2.01205, -2.52342, 2.41462], [-2.42666, -2.28181, 0.04943], [-0.56718, -1.00335, 3.48471], [-1.15017, -0.45367, -1.37286], [0.91728, 0.61668, 1.90264], [3.03890, 2.78766, -3.28032], [0.91274, 3.20720, -2.68837]], "lowdin_charge": [-0.090, -0.043, -0.041, -0.040, 0.013, -0.095, -0.096, -0.289, -0.512, 0.156, -0.113, 0.139, 0.185, -0.051, 0.091, 0.087, 0.092, 0.152, 0.109, 0.145, 0.202], "homo_lumo_gap_ev": [5.73, 5.73], "e_lumo_ev": [-0.7, -0.7], "homo_ev": [-6.439, -6.438]}


<B>
{"formula": "C9H7N3O2", "method": "ωB97M-V with the def2-TZVPD basis set", "elements": ["C", "C", "C", "C", "C", "C", "C", "C", "C", "N", "N", "N", "O", "O", "H", "H", "H", "H", "H", "H", "H"], "coordinates": [[-1.92405, -0.74967, 0.22922], [1.59545, 0.68571, -2.60620], [1.50156, 1.74380, -1.82179], [1.24506, -0.60994, -2.20246], [1.02533, 1.65093, -0.50694], [0.59015, -0.72114, -0.94080], [0.54070, 0.43095, -0.05918], [-1.19265, -0.48863, 1.40671], [-1.82838, -0.55028, 2.84805], [-2.48017, -0.97553, -0.72853], [0.63146, -1.99046, -0.48672], [-0.08557, 0.23187, 1.24010], [0.39394, 0.82988, 2.24629], [-0.12785, -2.46895, 0.33592], [1.95806, 0.90155, -3.65644], [1.90774, 2.69009, -2.06245], [1.25631, -1.40945, -2.86818], [0.70854, 2.52088, 0.04629], [-1.75921, 0.48236, 3.35898], [-1.05232, -1.27462, 3.29773], [-2.90410, -0.92935, 2.93042]], "lowdin_charge": [-0.223, -0.086, -0.086, 0.043, 0.029, -0.210, -0.068, -0.226, -0.002, 0.205, 0.027, -0.167, -0.041, 0.019, 0.138, 0.106, 0.101, 0.127, 0.103, 0.111, 0.100], "homo_lumo_gap_ev": [7.38, 7.37], "e_lumo_ev": [-1.3, -1.3], "homo_ev": [-8.705, -8.706], "smiles": "C/C(C#N)=[N+](\\[O-])c1ccccc1N=O"}


Computed stability ranking, most favorable first: <A>, <B>